# 1
Density functional theory data (ωB97M-V with the def2-TZVPD basis set) for a 2-piece molecular cluster, C7H14O overall.

```
22
C7H14O | OMol25 | ωB97M-V with the def2-TZVPD basis set
C 1.06935 -1.96074 -0.65506
C -0.18731 -1.33578 -1.29313
C -0.99305 -0.43086 -0.38646
C -2.28800 -0.67479 -0.16663
C 0.99101 2.88480 -0.01805
C 0.56399 1.51436 -0.54004
C -0.27768 0.75128 0.14412
H 1.87648 -2.23198 -1.33948
H 0.73109 -2.92210 -0.24445
H 1.43547 -1.39253 0.18492
H 0.19724 -0.73615 -2.16371
H -0.62863 -2.12357 -1.92776
H -2.79916 -1.53790 -0.59459
H -2.95054 -0.00326 0.36714
H 1.87085 3.25465 -0.54743
H 0.19298 3.59874 -0.16563
H 1.21892 2.86491 1.05302
H 0.95315 1.40806 -1.54063
H -0.69229 1.15591 1.06768
H 1.07913 -0.12170 1.77976
H 0.05404 -1.28364 2.15418
O 0.54195 -0.51960 2.48150
```

Computed properties:
Total charge ... 0
SMILES ... C=C(/C=C/C)CC.O
2S+1 ... 1
Max |F| ... 2.9 eV/Å
Gap between HOMO and LUMO ... 9.79 eV
Molecular weight ... 114.19 g mol⁻¹
HOMO ... -8.86 eV

Löwdin population analysis, charges in e, atoms 1 to 2: -0.10 -0.22


# 2
Density functional theory data (ωB97M-V with the def2-TZVPD basis set) for a 2-piece molecular cluster, C7H14O overall.

```
22
C7H14O | OMol25 | ωB97M-V with the def2-TZVPD basis set
C 2.07079 0.26080 -2.85433
C 2.34500 -0.21120 -1.42232
C 1.57519 0.48190 -0.31674
C 0.25083 0.56186 -0.27775
C -0.53267 0.99341 0.90570
C -0.36742 0.33723 2.05043
C -1.13561 0.66879 3.29853
H 2.68497 1.14033 -3.08455
H 2.42839 -0.49292 -3.55738
H 1.05154 0.60894 -3.00957
H 3.40445 -0.24038 -1.19050
H 2.08972 -1.27700 -1.39177
H 2.17819 0.81987 0.52429
H -0.32707 0.24188 -1.13993
H -1.17257 1.86805 0.80503
H 0.26357 -0.54871 2.03889
H -0.46866 1.12644 4.03402
H -1.63241 -0.17916 3.78781
H -1.93523 1.37008 3.07862
H -2.99088 -2.86634 -0.27097
H -2.99047 -2.25385 -1.69695
O -3.52889 -2.39746 -0.91565
```

Computed properties:
Total charge ... 0
SMILES ... C/C=C/C=C/CC.O
2S+1 ... 1
Max |F| ... 1.4 eV/Å
Gap between HOMO and LUMO ... 9.63 eV
Molecular weight ... 114.19 g mol⁻¹
HOMO ... -8.89 eV

Löwdin population analysis, charges in e, atoms 1 to 2: -0.11 -0.26


# 3
Density functional theory data (ωB97M-V with the def2-TZVPD basis set) for a single C7H14O molecule.

```
22
C7H14O | OMol25 | ωB97M-V with the def2-TZVPD basis set
C -2.81645 0.35136 -0.05649
O -2.44107 1.61426 -0.12499
C -1.73373 -0.85618 0.05483
C -0.68130 -0.51991 -0.96751
C 0.19362 0.68196 -0.42311
C 1.62350 -1.23102 -0.11278
C 1.24741 0.04480 0.48262
C 2.49152 1.00185 0.81842
H -3.37366 0.11700 -1.02471
H -3.51265 0.09414 0.85945
H -0.60053 1.40613 -0.01342
H -2.36999 -1.68823 -0.19346
H -1.35279 -0.77991 1.11912
H -1.14236 -0.51644 -1.97137
H 0.31679 -1.22422 -0.96931
H 0.64579 1.10459 -1.29459
H 0.52796 0.01154 1.54793
H 1.77182 -2.04059 0.53223
H 2.72050 -1.18041 -0.55755
H 2.08617 2.06026 0.91359
H 3.24053 0.68548 1.55051
H 3.15892 0.86354 -0.16943
```

Computed properties:
Total charge ... 0
2S+1 ... 1
Max |F| ... 5.9 eV/Å
Gap between HOMO and LUMO ... 4.99 eV
Molecular weight ... 114.19 g mol⁻¹
HOMO ... -7.54 eV

Löwdin population analysis, charges in e, atoms 1 to 2: -0.43 -0.21


# 4
Density functional theory data (ωB97M-V with the def2-TZVPD basis set) for a 2-piece molecular cluster, C7H14O2 overall.

```
23
C7H14O2 | OMol25 | ωB97M-V with the def2-TZVPD basis set
C -1.15949 -1.52246 0.54191
C -2.25115 -0.85396 1.32692
C -1.35882 -2.03357 -0.71356
H -0.34417 -1.92482 1.13634
H -0.19875 -0.10188 0.17371
H -3.01756 -0.44749 0.66875
H -2.72396 -1.57631 1.99653
H -0.73254 -2.83953 -1.07173
H -0.59707 -0.84886 -1.62539
H -2.33531 -1.94520 -1.17611
H -1.85918 -0.03551 1.93313
C 1.80646 1.70965 1.02100
C 0.20903 0.65586 -0.65049
C 1.63927 0.93752 -0.25338
C 2.64869 0.50855 -0.99943
O -0.61197 1.79351 -0.50249
O 0.04828 0.01681 -1.82260
H -0.83071 2.10382 -1.38966
H 1.39048 1.15291 1.86412
H 2.85706 1.91549 1.21812
H 1.27389 2.65941 0.96456
H 3.67375 0.71693 -0.72925
H 2.47377 -0.04087 -1.91100
```

Computed properties:
Total charge ... 0
SMILES ... C=C(C)C(O)O.C=CC
2S+1 ... 1
Max |F| ... 2.7 eV/Å
Gap between HOMO and LUMO ... 9.91 eV
Molecular weight ... 130.19 g mol⁻¹
HOMO ... -9.10 eV

Löwdin population analysis, charges in e, atoms 1 to 2: -0.25 -0.09


# 5
Density functional theory data (ωB97M-V with the def2-TZVPD basis set) for a 2-piece molecular cluster, C7H14O2P overall.

```
24
C7H14O2P | OMol25 | ωB97M-V with the def2-TZVPD basis set
C 1.13517 1.13533 0.78435
C 1.35364 1.13282 -0.75200
C -0.36355 1.10740 1.05917
C 0.62230 -0.14677 -1.37964
C -1.04509 -0.14681 0.51476
C -0.80218 -0.08989 -1.07217
C -0.53038 -1.46714 1.10353
O -2.56321 -1.50858 -3.43924
O -3.26051 -2.32204 -1.09443
P -2.16377 -1.92226 -2.05087
H 1.48979 0.17750 1.23647
H 1.46493 1.99544 1.20585
H 1.16561 2.02416 -1.30858
H 2.47783 1.06981 -1.09849
H -0.54478 1.02982 2.17490
H -0.84961 1.99586 0.61264
H 0.75809 0.03687 -2.49852
H 1.06737 -1.17971 -1.06347
H -2.13744 -0.04295 0.68232
H -1.37381 0.87589 -1.32372
H -1.11816 -2.11975 0.58519
H -0.62343 -1.31669 2.22052
H 0.57443 -1.48410 0.81886
H -1.10057 -3.06441 -2.18261
```

Computed properties:
Total charge ... -1
2S+1 ... 1
Max |F| ... 5.0 eV/Å
Gap between HOMO and LUMO ... 7.23 eV
Molecular weight ... 161.16 g mol⁻¹
HOMO ... -3.71 eV

Löwdin population analysis, charges in e, atoms 1 to 2: -0.20 -0.19


# 6
Density functional theory data (ωB97M-V with the def2-TZVPD basis set) for a 2-piece molecular cluster, C7H14O3 overall.

```
24
C7H14O3 | OMol25 | ωB97M-V with the def2-TZVPD basis set
C -1.22513 -1.14128 -0.91034
C -2.99944 0.00998 -0.00540
C -0.94462 1.31848 -0.83264
C -1.02847 0.25763 1.40108
C 4.11062 -0.08669 0.09100
C -1.50702 0.14810 -0.08666
C 2.70588 -0.37346 -0.11209
O -0.65833 -2.12929 -0.48415
O 2.28583 -1.57388 0.34972
O 1.88245 0.36189 -0.66292
H -3.48532 0.23399 -0.88106
H -3.14132 -0.94224 0.36956
H -3.46147 0.67459 0.72940
H -0.81075 2.12599 -0.22549
H -1.63336 1.57128 -1.57304
H -0.03419 1.07696 -1.33121
H -1.75829 -0.46029 1.88612
H 0.01504 0.19336 1.58860
H -1.38298 1.19097 1.70629
H 4.07039 0.65217 0.89973
H 4.76293 -0.87488 0.30818
H 4.62748 0.42146 -0.68258
H -1.71606 -1.03889 -1.96329
H 1.32612 -1.61594 0.42122
```

Computed properties:
Total charge ... 0
SMILES ... CC(C)(C)C=O.CC(=O)O
2S+1 ... 1
Max |F| ... 4.1 eV/Å
Gap between HOMO and LUMO ... 10.50 eV
Molecular weight ... 146.19 g mol⁻¹
HOMO ... -9.65 eV

Löwdin population analysis, charges in e, atoms 1 to 2: -0.19 -0.07


# 7
Density functional theory data (ωB97M-V with the def2-TZVPD basis set) for a single C7H14OS molecule.

```
23
C7H14OS | OMol25 | ωB97M-V with the def2-TZVPD basis set
C -0.59279 -0.87546 -1.16158
C -0.24050 0.62389 -1.20896
C -1.40195 -1.12268 0.10974
C 0.68950 0.98300 -0.05721
C -1.35422 -2.33174 0.96877
C 1.96329 0.13872 0.07896
C 0.92127 2.45695 0.18418
O -1.22616 1.29506 2.01105
S -0.38748 0.20250 1.49166
H -1.18833 -1.09773 -2.01171
H 0.38417 -1.40006 -1.21756
H 0.13904 0.82619 -2.21257
H -1.20778 1.19188 -1.22673
H -2.30659 -0.68667 0.06181
H -1.99282 -3.17630 0.59901
H -1.68245 -2.10256 1.93694
H -0.31526 -2.73807 0.92563
H 2.98205 0.57432 -0.05530
H 1.90432 -0.67469 -0.76315
H 1.94017 -0.47646 1.04122
H 1.34170 2.64508 1.18255
H 0.04585 3.12137 -0.04188
H 1.58498 2.62344 -0.63489
```

Computed properties:
Total charge ... 0
2S+1 ... 1
Max |F| ... 4.9 eV/Å
Gap between HOMO and LUMO ... 9.12 eV
Molecular weight ... 146.26 g mol⁻¹
HOMO ... -8.30 eV

Löwdin population analysis, charges in e, atoms 1 to 2: -0.21 -0.21


# 8
Density functional theory data (ωB97M-V with the def2-TZVPD basis set) for a single C7H14S molecule.

```
22
C7H14S | OMol25 | ωB97M-V with the def2-TZVPD basis set
C 2.30506 -1.58717 -0.60977
C 2.26068 -0.19616 -0.15793
C 1.31582 0.71644 -0.24236
C 1.54518 2.04890 0.40204
C -1.57267 0.25493 0.07418
C -1.52867 -1.00602 0.98511
C -2.91533 0.25732 -0.76457
H 2.33329 -2.35755 0.21735
H 3.23156 -1.90750 -1.24877
H 1.33848 -1.75824 -1.24217
H 3.11000 0.04134 0.41691
H 2.41055 2.03162 1.08448
H 0.67873 2.35566 1.08337
H 1.65851 2.83296 -0.39209
H -1.59672 1.07188 0.74979
H -1.94712 -1.85990 0.40441
H -0.55195 -1.21486 1.39674
H -2.22956 -0.87253 1.83436
H -3.70279 0.11757 -0.00028
H -2.93358 -0.63395 -1.42384
H -3.01557 1.18776 -1.35110
S -0.19390 0.47749 -1.21588
```

Computed properties:
Total charge ... 0
SMILES ... C/C=C(/C)SC(C)C
2S+1 ... 1
Max |F| ... 3.5 eV/Å
Gap between HOMO and LUMO ... 9.55 eV
Molecular weight ... 130.26 g mol⁻¹
HOMO ... -8.60 eV

Löwdin population analysis, charges in e, atoms 1 to 2: -0.14 -0.24